Below is a 2-piece molecular cluster, C6H6N2O2 overall, with properties calculated with ωB97M-V/def2-TZVPD.

Summary:
Electronic energy in Eh: -492.149598
Gap between HOMO and LUMO in eV: 9.266
SMILES: N#Cc1cncc(O)c1.O
E_LUMO in eV: -0.3
HOMO level in Eh: -0.350

```
! RIJCOSX wB97M-V def2-TZVPD def2/J DEFGRID3
* xyz 0 1
N 1.203 0.918 -1.343
C 0.366 0.406 -0.660
C -1.004 -0.034 -0.450
C -1.344 -1.375 -0.664
N -2.609 -1.792 -0.626
C -3.587 -0.905 -0.483
C -3.346 0.462 -0.292
O -4.411 1.282 -0.291
C -2.025 0.897 -0.218
H -0.576 -2.133 -0.827
H -4.617 -1.258 -0.590
H -4.153 2.210 -0.295
H -1.791 1.951 -0.062
O 1.910 1.018 1.047
H 1.225 1.568 1.470
H 2.215 1.378 -0.015
*
```



Below is one molecule with the formula C6H6N2O3, with properties calculated with ωB97M-V/def2-TZVPD.

Summary:
Electronic energy in Eh: -567.310733
Gap between HOMO and LUMO in eV: 8.681
SMILES: CC1=CC=NC(=O)[C@H]1[N+](=O)[O-]
E_LUMO in eV: -1.3
HOMO level in Eh: -0.366

```
! RIJCOSX wB97M-V def2-TZVPD def2/J DEFGRID3
* xyz 0 1
C -0.903 -0.852 0.023
C 0.230 0.110 0.074
C 0.018 1.316 0.612
C 1.024 2.358 0.503
N 2.188 2.096 0.098
C 2.640 0.854 -0.327
O 3.783 0.632 -0.667
C 1.589 -0.320 -0.429
N 2.283 -1.555 0.271
O 2.837 -2.326 -0.460
O 2.214 -1.511 1.477
H -1.657 -0.528 0.772
H -0.667 -1.950 0.034
H -1.404 -0.671 -0.906
H -1.038 1.478 0.784
H 0.884 3.423 0.657
H 1.816 -0.582 -1.428
*
```



Below is one molecule with the formula C6H6N2OS, with properties calculated with ωB97M-V/def2-TZVPD.

Summary:
Electronic energy in Eh: -815.079902
Gap between HOMO and LUMO in eV: 8.997
SMILES: Cn1ccc(SOC#N)c1
E_LUMO in eV: -0.2
HOMO level in Eh: -0.338

```
! RIJCOSX wB97M-V def2-TZVPD def2/J DEFGRID3
* xyz 0 1
C -0.210 -1.288 0.148
N -0.034 0.045 -0.277
C 0.437 0.947 0.645
C 0.928 2.034 0.017
C 0.700 1.753 -1.345
S 0.880 2.759 -2.729
O -0.404 3.958 -2.343
C -1.557 3.544 -2.137
N -2.553 3.049 -1.850
C 0.111 0.539 -1.484
H -0.916 -1.809 -0.437
H 0.774 -1.642 0.199
H -0.557 -1.274 1.143
H 0.154 0.684 1.679
H 1.372 2.767 0.532
H -0.079 0.080 -2.450
*
```



Below is one molecule with the formula C6H6N2S2, with properties calculated with ωB97M-V/def2-TZVPD.

Summary:
Electronic energy in Eh: -1138.010308
Gap between HOMO and LUMO in eV: 7.506
SMILES: S=CC(C=S)c1ncc[nH]1
E_LUMO in eV: -0.9
HOMO level in Eh: -0.308

```
! RIJCOSX wB97M-V def2-TZVPD def2/J DEFGRID3
* xyz 0 1
S -3.604 -2.228 -0.401
C -2.257 -1.349 -0.738
C -1.725 -0.380 0.200
C -2.430 1.271 -0.272
S -2.865 2.244 0.871
C -0.314 -0.103 0.053
N 0.370 -0.084 -1.087
C 1.655 0.218 -0.720
C 1.709 0.500 0.626
N 0.452 0.273 1.077
H -2.150 -1.161 -1.825
H -1.999 -0.403 1.256
H -2.387 1.403 -1.286
H 2.552 0.129 -1.493
H 2.394 1.005 1.114
H 0.094 0.532 2.024
*
```



Below is an isolated ion of composition C6H6N3O and charge +1, with properties calculated with ωB97M-V/def2-TZVPD.

Summary:
Electronic energy in Eh: -471.290452
Gap between HOMO and LUMO in eV: 7.756
E_LUMO in eV: -5.5
HOMO level in Eh: -0.487

```
! RIJCOSX wB97M-V def2-TZVPD def2/J DEFGRID3
* xyz 1 1
C 1.631 -0.505 1.276
C 2.538 -1.059 0.468
C 0.375 -0.606 0.527
C 0.698 -1.055 -0.908
C -2.709 -1.320 0.636
C -2.334 0.515 -0.717
N -0.704 -0.222 1.059
N 1.993 -1.221 -0.838
N -1.854 -0.498 0.269
O -3.588 -1.881 1.094
H 1.839 -0.238 2.250
H 3.612 -1.320 0.605
H -3.057 0.116 -1.306
H -1.399 0.926 -1.298
H -2.762 1.320 -0.217
H 2.422 -1.437 -1.705
*
```



Below is an isolated ion of composition C6H6N3O and charge +1, with properties calculated with ωB97M-V/def2-TZVPD.

Summary:
Electronic energy in Eh: -471.282393
Gap between HOMO and LUMO in eV: 6.836
E_LUMO in eV: -7.0
HOMO level in Eh: -0.508

```
! RIJCOSX wB97M-V def2-TZVPD def2/J DEFGRID3
* xyz 1 1
C -1.589 0.652 -0.466
C -2.262 -0.448 -0.993
C 0.364 -0.826 -0.039
C -0.320 0.362 -0.103
C -0.395 -1.995 -0.631
C 2.221 0.025 1.090
N 1.513 -1.048 0.519
N -1.681 -1.643 -1.074
N 1.662 1.264 1.122
O 0.022 -3.104 -0.708
H -2.040 1.627 -0.393
H -3.270 -0.355 -1.376
H 2.375 -0.335 2.133
H 3.245 -0.067 0.668
H -2.199 -2.422 -1.475
H 1.947 2.037 0.543
*
```



Below is an isolated ion of composition C6H6N3O2S and charge +1, with properties calculated with ωB97M-V/def2-TZVPD.

Summary:
Electronic energy in Eh: -944.744362
Gap between HOMO and LUMO in eV: 8.429
SMILES: N=[N+]=NS(=O)(=O)c1ccccc1
E_LUMO in eV: -5.7
HOMO level in Eh: -0.520

```
! RIJCOSX wB97M-V def2-TZVPD def2/J DEFGRID3
* xyz 1 1
N 0.175 -4.338 1.845
N 0.059 -3.227 1.565
N 0.045 -2.075 1.501
S -1.391 -0.940 0.408
O -1.431 -1.909 -0.631
O -2.426 -0.793 1.360
C -0.413 0.470 0.021
C 0.582 0.143 -0.906
C 1.314 1.209 -1.467
C 0.973 2.493 -1.084
C -0.018 2.813 -0.149
C -0.714 1.749 0.403
H 0.423 -4.903 0.976
H 0.930 -0.851 -1.208
H 2.130 0.927 -2.229
H 1.603 3.375 -1.593
H -0.239 3.943 0.063
H -1.602 1.915 1.125
*
```



Below is an isolated ion of composition C6H6N3S and charge +1, with properties calculated with ωB97M-V/def2-TZVPD.

Summary:
Electronic energy in Eh: -794.198863
Gap between HOMO and LUMO (spin up / spin down) in eV: 6.567 / 6.502
E_LUMO (spin up / spin down) in eV: -6.5 / -6.8
HOMO level (spin up / spin down) in Eh: -0.480 / -0.489

```
! RIJCOSX wB97M-V def2-TZVPD def2/J DEFGRID3
* xyz 1 1
C 0.614 -1.669 -0.414
C 0.584 1.686 -0.423
C -0.134 0.599 -0.107
C -0.537 -0.764 -0.132
C 2.345 -0.198 -0.065
C -3.011 0.156 0.440
N 1.835 -1.366 -0.541
N 3.527 -0.115 0.287
N 1.355 0.838 0.245
S -2.108 -1.379 -0.047
H 0.365 -2.596 -0.870
H 0.573 2.782 -0.541
H -3.206 0.672 -0.394
H -2.260 0.828 0.895
H -3.872 -0.129 1.041
H 3.930 0.655 0.625
*
```



Below is C6H6N4O4 as an isolated structure, with properties calculated with ωB97M-V/def2-TZVPD.

Summary:
Electronic energy in Eh: -752.023284
Gap between HOMO and LUMO (spin up / spin down) in eV: 3.966 / 2.752
E_LUMO (spin up / spin down) in eV: 5.3 / 4.7
HOMO level (spin up / spin down) in Eh: 0.050 / 0.071

```
! RIJCOSX wB97M-V def2-TZVPD def2/J DEFGRID3
* xyz -2 1
C 2.191 -0.517 0.056
C 1.805 1.455 -0.271
C 0.850 -0.540 -0.335
C -4.299 -1.314 0.052
C 0.005 -1.547 -0.721
C -3.418 -0.129 -0.439
N 2.806 0.708 0.108
N -3.624 0.969 0.142
N 0.679 0.834 -0.530
N -2.990 2.120 -0.227
O -4.027 -1.893 1.120
O -1.787 2.125 -0.660
O -5.096 -1.602 -0.858
O -3.439 3.186 0.271
H 2.875 -1.329 -0.013
H 1.758 2.496 -0.422
H -1.017 -1.478 -1.181
H 0.427 -2.570 -0.639
H -2.939 -0.210 -1.395
H -0.267 1.315 -0.711
*
```



Below is one molecule with the formula C6H6N6OS, with properties calculated with ωB97M-V/def2-TZVPD.

Summary:
Electronic energy in Eh: -1034.004855
Gap between HOMO and LUMO in eV: 6.180
E_LUMO in eV: -2.5
HOMO level in Eh: -0.317

```
! RIJCOSX wB97M-V def2-TZVPD def2/J DEFGRID3
* xyz 0 1
C -0.350 0.203 -1.917
C -0.088 -1.949 0.899
C 0.750 -0.880 1.096
C -1.770 -0.561 0.463
C -2.569 -0.310 -1.869
C 2.625 1.479 0.172
N 0.610 0.413 -1.281
N -2.442 0.056 -0.424
N -1.123 0.310 1.440
N -1.469 0.059 -2.505
N -1.297 -1.847 0.536
N 0.191 0.304 1.189
O -3.607 -0.740 -2.283
S 1.156 1.790 1.201
H 0.366 -2.934 0.973
H 1.742 -1.064 1.017
H 2.242 1.204 -0.845
H 3.174 0.770 0.742
H 3.320 2.439 0.073
H -1.461 1.257 1.323
*
```



Relative energy (zero: lowest compared OMol25 entry of this formula, charge and spin), respectively: 58.9, 83.1, 47.4, 45.8, 128.2, 133.2, 13.2, 135.4, 172.2, 1.9 kcal per mole.
Maximum force, respectively: 5.3, 2.8, 3.6, 4.8, 4.7, 4.3, 5.7, 4.6, 4.6, 4.0 eV/Å.